Entry 1:
C20H23O2S3 | wB97M-V/def2-TZVPD

```
! wB97M-V def2-TZVPD RIJCOSX def2/J DEFGRID3
* xyz 1 1
C -6.300 -2.810 -1.158
O -5.781 -1.462 -1.195
C -4.428 -1.311 -1.128
C -3.937 0.021 -1.060
C -2.581 0.250 -0.921
C -1.658 -0.809 -0.894
C -0.185 -0.483 -0.954
C 0.760 -1.361 -0.364
S 2.402 -0.985 -0.582
C 3.255 -2.127 0.558
C 2.803 -1.876 -2.119
O 0.171 0.578 -1.525
C -2.140 -2.121 -0.970
C -3.503 -2.389 -1.101
H -7.381 -2.680 -1.151
H -5.987 -3.376 -2.047
H -5.968 -3.335 -0.252
H -4.638 0.851 -1.142
H -2.192 1.266 -0.863
H 0.483 -2.329 0.075
H 4.323 -1.945 0.406
H 2.972 -1.880 1.588
H 2.993 -3.154 0.297
H 3.865 -1.701 -2.313
H 2.593 -2.937 -1.967
H 2.181 -1.449 -2.909
H -1.409 -2.932 -0.956
H -3.857 -3.420 -1.203
C 2.761 4.227 -1.177
C 3.658 3.456 -0.424
C 3.177 2.471 0.430
C 1.789 2.243 0.530
C 1.294 1.160 1.342
S -0.341 1.116 1.851
C 0.029 1.186 3.646
C 1.384 0.563 3.945
S 2.346 0.321 2.417
C 0.905 3.158 -0.075
C 1.381 4.080 -0.995
H 3.140 4.959 -1.892
H 4.734 3.619 -0.520
H 3.860 1.892 1.056
H 0.002 2.240 3.943
H -0.777 0.641 4.147
H 2.013 1.171 4.602
H 1.260 -0.422 4.408
H -0.152 3.131 0.190
H 0.682 4.694 -1.574
*
```

Summary:
**Calculated total energy**: -57704.4968 eV
**Highest occupied orbital energy**: -10.25 eV
**Orbital gap**: 4.76 eV
**LUMO energy**: -5.49 eV

Just the Mulliken charges please, in e? Sure, here they are:
1 C -0.82
2 O -0.43
3 C 0.83
4 C -0.73
5 C -0.22
6 C 0.25
7 C 0.30
8 C -0.22
9 S 0.43
10 C -1.19
11 C -1.13
12 O -0.70
13 C -0.54
14 C -0.70
15 H 0.24
16 H 0.33
17 H 0.35
18 H 0.42
19 H 0.35
20 H 0.24
21 H 0.43
22 H 0.37
23 H 0.43
24 H 0.44
25 H 0.37
26 H 0.37
27 H 0.28
28 H 0.36
29 C -0.40
30 C -0.77
31 C -0.38
32 C 0.68
33 C 0.69
34 S -0.01
35 C -0.70
36 C -0.58
37 S -0.07
38 C -0.29
39 C -0.80
40 H 0.42
41 H 0.40
42 H 0.45
43 H 0.32
44 H 0.45
45 H 0.37
46 H 0.34
47 H 0.37
48 H 0.41



Entry 2:
C20H24BrFeN2O5S2 | wB97M-V/def2-TZVPD

```
! wB97M-V def2-TZVPD RIJCOSX def2/J DEFGRID3
* xyz 0 6
Fe -1.704 -0.671 0.885
N -3.757 -1.531 0.688
C -4.658 -1.366 1.839
C -3.855 -0.801 2.983
O -4.348 -0.423 4.028
N -2.507 -0.598 2.769
C -1.768 0.132 3.796
C -0.345 0.296 3.288
O 0.491 0.903 3.937
O -0.142 -0.319 2.136
H -4.143 -1.028 -0.071
H -3.690 -2.467 0.287
H -5.100 -2.350 2.131
H -5.536 -0.686 1.685
H -1.769 -0.518 4.709
H -2.239 1.067 4.169
O -0.892 -2.135 -0.186
S -0.193 -1.538 -1.417
C 1.635 -1.448 -0.864
C 2.192 -0.752 0.370
C 2.301 0.797 0.288
C 3.101 1.312 1.453
S 2.972 3.107 2.023
O 1.769 3.301 2.889
C 2.452 4.109 0.656
C 1.114 4.075 0.255
C 0.794 4.710 -0.997
C 1.765 5.402 -1.684
C 3.052 5.505 -1.169
C 3.404 4.835 0.002
C -0.459 -2.971 -2.550
C -0.520 -4.217 -2.019
C -0.703 -5.298 -2.900
C -0.908 -5.093 -4.258
C -0.924 -3.816 -4.766
C -0.671 -2.748 -3.894
H 2.119 -0.999 -1.746
H 1.814 -2.551 -0.833
H 3.241 -1.110 0.501
H 1.591 -0.962 1.286
H 1.353 1.393 0.266
H 2.926 1.090 -0.559
H 4.120 1.039 1.463
H 2.678 0.886 2.453
H 0.346 3.581 0.877
H -0.191 4.539 -1.434
H 1.497 5.794 -2.641
H 3.812 6.052 -1.672
H 4.395 4.927 0.426
H -0.655 -4.453 -0.978
H -0.640 -6.288 -2.465
H -0.913 -5.926 -4.940
H -1.210 -3.508 -5.737
H -0.540 -1.739 -4.332
Br -1.953 1.457 -0.423
*
```

Summary:
**ΔE to the lowest compared entry with this formula, charge and spin**: 34.95 kcal per mole
**Calculated total energy**: -160445.9200 eV
**⟨S²⟩**: 8.762
**Highest occupied orbital energy (spin up / spin down)**: -7.97 / -7.97 eV
**Orbital gap (spin up / spin down)**: 7.30 / 6.81 eV
**LUMO energy (spin up / spin down)**: -0.66 / -1.16 eV

Just the Mulliken charges please, in e? Sure, here they are:
1 Fe 0.63
2 N -0.47
3 C -0.38
4 C 0.47
5 O -0.67
6 N 0.02
7 C -0.39
8 C 0.33
9 O -0.59
10 O -0.41
11 H 0.24
12 H 0.27
13 H 0.27
14 H 0.26
15 H 0.33
16 H 0.35
17 O -0.72
18 S 0.65
19 C -0.89
20 C -0.51
21 C 0.09
22 C -1.05
23 S 0.24
24 O -0.56
25 C 0.46
26 C -0.37
27 C -0.53
28 C -0.55
29 C -0.39
30 C -0.57
31 C 0.46
32 C -0.38
33 C -0.53
34 C -0.49
35 C -0.54
36 C -0.43
37 H 0.45
38 H 0.49
39 H 0.47
40 H 0.09
41 H -0.09
42 H 0.49
43 H 0.55
44 H 0.32
45 H 0.54
46 H 0.35
47 H 0.40
48 H 0.39
49 H 0.40
50 H 0.38
51 H 0.38
52 H 0.38
53 H 0.43
54 H 0.34
55 Br -0.44



Entry 3:
C20H24ClN3O3S | wB97M-V/def2-TZVPD

```
! wB97M-V def2-TZVPD RIJCOSX def2/J DEFGRID3
* xyz 0 1
C -0.854 4.548 4.846
O -0.201 3.315 4.653
C -1.112 2.284 4.334
C -0.352 1.026 4.059
C -0.587 -0.168 4.667
S 0.449 -1.401 4.093
C 1.218 -0.317 3.008
C 2.397 -0.724 2.190
O 3.481 -0.223 2.432
N 2.257 -1.737 1.263
C 3.524 -2.202 0.692
C 3.944 -1.317 -0.474
C 2.834 -1.259 -1.517
C 1.477 -0.923 -0.898
N 0.444 -0.976 -1.915
C -0.319 0.096 -2.251
O -0.238 1.171 -1.683
C -1.303 -0.133 -3.365
C -1.116 -1.085 -4.363
C -2.072 -1.220 -5.356
C -3.199 -0.420 -5.347
Cl -4.385 -0.605 -6.607
C -3.407 0.548 -4.360
N -4.552 1.317 -4.327
C -2.427 0.674 -3.375
C 1.156 -1.861 0.285
C -0.263 -1.673 0.798
C 0.706 0.938 3.108
H -0.091 5.287 5.081
H -1.390 4.860 3.942
H -1.569 4.495 5.675
H -1.819 2.125 5.159
H -1.698 2.572 3.450
H -1.306 -0.379 5.444
H 4.276 -2.201 1.476
H 3.367 -3.231 0.355
H 4.154 -0.318 -0.086
H 4.865 -1.695 -0.922
H 3.060 -0.528 -2.295
H 2.746 -2.235 -2.011
H 1.468 0.101 -0.519
H 0.265 -1.855 -2.372
H -0.221 -1.691 -4.408
H -1.945 -1.939 -6.153
H -4.489 2.174 -3.806
H -5.063 1.394 -5.189
H -2.535 1.419 -2.596
H 1.233 -2.894 -0.078
H -0.951 -1.941 -0.003
H -0.462 -2.324 1.645
H -0.470 -0.644 1.086
H 1.074 1.777 2.535
*
```

Summary:
**ΔE to the lowest compared entry with this formula, charge and spin**: 3.59 kcal per mole
**Calculated total energy**: -55100.9939 eV
**Highest occupied orbital energy**: -8.53 eV
**Orbital gap**: 9.11 eV
**LUMO energy**: 0.58 eV

Just the Mulliken charges please, in e? Sure, here they are:
1 C -0.74
2 O -0.31
3 C -0.53
4 C 0.57
5 C -0.63
6 S -0.18
7 C 0.62
8 C 0.32
9 O -0.62
10 N 0.19
11 C -0.94
12 C -0.64
13 C -0.97
14 C -0.08
15 N 0.05
16 C 0.47
17 O -0.66
18 C 0.11
19 C -0.48
20 C -0.83
21 C 0.47
22 Cl -0.24
23 C 0.53
24 N -0.54
25 C -0.63
26 C 0.03
27 C -1.89
28 C -1.09
29 H 0.25
30 H 0.31
31 H 0.29
32 H 0.36
33 H 0.31
34 H 0.46
35 H 0.47
36 H 0.45
37 H 0.34
38 H 0.43
39 H 0.34
40 H 0.34
41 H 0.30
42 H 0.38
43 H 0.44
44 H 0.41
45 H 0.24
46 H 0.19
47 H 0.38
48 H 0.25
49 H 0.52
50 H 0.41
51 H 0.34
52 H 0.46



Number 1: F_max 0.0476 hartree/bohr. Number 2: F_max 0.0759 hartree/bohr. Number 3: F_max 0.0021 hartree/bohr.